(1)
{"formula": "C9H22NO7P2", "method": "ωB97M-V/def2-TZVPD", "charge": -1, "smiles": "CCCCCN(C)CC[C@@](O)(P(=O)(O)O)[P@@](=O)([O-])O", "de_lowest_kcal_mol": 0.0, "orbital_gap_ev": 8.7, "homo_energy_ev": -5.6921, "species": ["C", "C", "C", "C", "C", "N", "C", "C", "C", "C", "O", "P", "O", "O", "O", "P", "O", "O", "O", "H", "H", "H", "H", "H", "H", "H", "H", "H", "H", "H", "H", "H", "H", "H", "H", "H", "H", "H", "H", "H", "H"], "xyz": [[4.368, -0.244, -2.915], [3.346, 0.520, -2.079], [2.451, -0.382, -1.227], [1.462, -1.196, -2.061], [0.584, -2.159, -1.232], [-0.682, -1.662, -0.730], [-1.634, -1.351, -1.774], [-0.536, -0.569, 0.218], [-1.767, -0.374, 1.097], [-1.459, 0.554, 2.253], [-0.650, -0.069, 3.222], [-0.638, 2.140, 1.713], [0.686, 2.123, 1.088], [-1.725, 2.831, 0.765], [-0.602, 2.994, 3.059], [-3.027, 1.161, 3.061], [-2.623, 1.806, 4.347], [-3.845, 1.925, 2.061], [-3.819, -0.227, 3.422], [4.984, -0.875, -2.277], [5.020, 0.448, -3.445], [3.879, -0.877, -3.653], [3.876, 1.202, -1.412], [2.720, 1.128, -2.736], [1.911, 0.251, -0.524], [3.079, -1.064, -0.648], [2.018, -1.796, -2.787], [0.820, -0.516, -2.623], [0.346, -3.035, -1.848], [1.157, -2.509, -0.369], [-2.627, -1.270, -1.334], [-1.647, -2.161, -2.504], [-1.418, -0.406, -2.297], [-0.325, 0.385, -0.285], [0.300, -0.803, 0.879], [-2.588, 0.067, 0.527], [-2.086, -1.340, 1.499], [-0.914, 0.314, 4.073], [-2.623, 2.677, 1.150], [-1.366, 2.770, 3.640], [-4.402, -0.411, 2.688]]}

(2)
{"formula": "BrH2PS", "method": "ωB97M-V/def2-TZVPD", "de_lowest_kcal_mol": 76.0, "orbital_gap_ev": [4.9, 4.9], "homo_energy_ev": [-9.3262, -9.3289], "species": ["P", "S", "Br", "H", "H"], "xyz": [[-0.329, -0.388, -0.482], [-0.988, -0.657, -2.378], [-0.063, -1.424, 2.774], [-0.647, 0.950, 0.131], [0.977, -0.168, -1.008]]}